The following is a DFT calculation (ωB97M-V/def2-TZVPD) of a structure of composition C29H21BF21MoNO2Sb.

Last column: Löwdin charge in e.
CARTESIAN COORDINATES (ANGSTROEM)
Mo1 0.225 -0.075 -0.240  1.907
C1 0.263 -1.596 6.706  -0.031
C2 -0.030 -1.504 5.247  -0.239
C3 -1.304 -1.725 4.735  0.001
C4 -1.571 -1.554 3.396  0.005
C5 -0.579 -1.141 2.496  -0.183
N1 -0.890 -0.835 1.178  -0.084
C6 -2.189 -0.441 0.840  -0.229
C7 -2.910 0.406 1.698  0.002
C8 -4.194 0.801 1.399  0.012
C9 -4.833 0.367 0.238  -0.233
C10 -6.220 0.809 -0.087  -0.024
C11 -4.128 -0.463 -0.632  0.043
C12 -2.821 -0.845 -0.366  -0.052
C13 -1.966 -1.640 -1.353  -0.238
O1 -0.721 -1.041 -1.333  -0.325
C14 -2.381 -1.558 -2.847  -0.552
F1 -1.483 -2.151 -3.619  0.201
F2 -3.573 -2.031 -3.159  0.206
F3 -2.354 -0.245 -3.204  0.107
C15 -1.877 -3.139 -0.952  -0.558
F4 -1.075 -3.834 -1.742  0.201
F5 -3.084 -3.703 -0.986  0.198
F6 -1.411 -3.257 0.295  0.180
C16 0.740 -1.036 2.991  -0.047
C17 0.988 -1.206 4.348  0.043
C18 1.890 -0.753 2.038  -0.248
O2 1.470 0.031 0.996  -0.254
C19 2.349 -2.093 1.392  -0.540
F7 1.326 -2.573 0.640  0.137
F8 3.363 -1.911 0.541  0.190
F9 2.682 -3.027 2.258  0.221
C20 3.131 -0.055 2.667  -0.564
F10 2.786 0.942 3.470  0.201
F11 3.908 -0.885 3.357  0.192
F12 3.872 0.457 1.681  0.183
H1 -0.652 -1.572 7.290  0.083
H2 0.899 -0.769 7.010  0.090
H3 0.792 -2.518 6.938  0.094
H4 -2.104 -2.025 5.394  0.124
H5 -2.572 -1.712 3.025  0.125
H6 -2.435 0.738 2.609  0.122
H7 -4.715 1.448 2.088  0.132
H8 -6.803 0.944 0.820  0.090
H9 -6.722 0.086 -0.725  0.089
H10 -6.197 1.768 -0.606  0.095
H11 -4.621 -0.801 -1.530  0.128
H12 1.994 -1.115 4.726  0.129
F13 -1.872 3.380 1.623  0.258
B1 -0.695 3.093 2.136  -1.041
F14 -0.336 1.641 0.680  -0.406
F15 0.331 3.831 1.809  0.282
F16 -0.625 2.252 3.138  0.275
C21 -2.468 2.662 -2.403  -0.238
Sb1 -0.409 2.072 -2.125  1.502
C22 0.487 2.039 -4.081  -0.242
C23 0.260 3.980 -1.427  -0.246
H13 -2.472 3.701 -2.730  0.026
H14 -2.964 2.594 -1.436  0.011
H15 -2.982 2.050 -3.136  0.006
H16 0.178 2.930 -4.617  0.021
H17 0.197 1.156 -4.641  0.016
H18 1.569 2.058 -3.965  0.010
H19 0.559 4.564 -2.294  0.026
H20 1.090 3.892 -0.733  0.008
H21 -0.570 4.468 -0.921  0.023
F17 1.466 -2.572 -2.243  0.098
C24 2.255 -1.491 -2.312  -0.211
C25 1.890 -0.384 -1.553  -0.146
C26 2.758 0.697 -1.626  -0.255
F18 2.390 1.811 -0.926  0.018
C27 3.909 0.734 -2.398  -0.140
F19 4.680 1.815 -2.432  0.145
C28 4.225 -0.391 -3.162  -0.113
F20 5.303 -0.388 -3.930  0.161
C29 3.393 -1.511 -3.120  -0.126
F21 3.694 -2.577 -3.848  0.149

Energy relative to the best compared isomer or geometry (same formula, charge and spin) (eV): 1.285
Spin multiplicity: 1
Frontier orbital gap (eV): 5.60
Total charge: +1
LUMO energy (eV): -5.420